No. 1
The following is a DFT calculation (ωB97M-V/def2-TZVPD) of C18H33NO3P2Pb as an isolated structure in a non-equilibrium geometry.

Values from the calculation:
Kohn-Sham gap ... 0.183 hartree
Energy relative to the best compared isomer or geometry (same formula, charge and spin) ... 0.0 kcal/mol
DFT total energy ... -1861.0881 a.u.
Net charge ... +2
E_HOMO ... -12.5 eV

CARTESIAN COORDINATES (ANGSTROEM)
C -3.44607 5.51111 -5.24106
C -3.99733 5.16829 -6.43931
H -3.65382 6.49845 -4.82716
H -2.70577 4.87636 -4.76174
C -3.99171 3.78670 -6.87576
C -3.74319 2.77388 -6.00542
H -3.54476 2.97986 -4.96846
H -3.79746 1.74322 -6.35743
C -4.58546 6.23970 -7.32697
H -4.67335 7.16725 -6.75319
H -5.58212 5.98907 -7.71188
H -3.94926 6.45378 -8.19788
C -4.32077 3.46177 -8.31302
H -3.66847 4.00876 -9.00378
H -5.35744 3.71088 -8.56898
H -4.18217 2.39139 -8.48495
Pb -0.26995 0.48592 -0.31736
O -1.71229 1.59481 -1.67784
C -2.87875 1.36683 -2.12608
O -1.68029 -1.13018 -1.02956
C -2.90305 -0.97230 -1.30804
O -3.75469 -1.94578 -1.14217
N -3.50304 0.15146 -1.83200
C -5.09942 -1.45501 -1.49598
C -4.91629 -0.10862 -2.11420
H -5.67254 -1.37334 -0.56905
H -5.55334 -2.16419 -2.18958
H -5.54537 0.65444 -1.65148
H -5.09150 -0.12032 -3.19386
C -3.65411 2.31011 -2.83978
C -3.44107 3.65390 -2.82418
H -4.50131 1.89804 -3.38708
H -2.60960 4.09690 -2.27365
H -4.19580 4.28537 -3.28997
C 2.80356 1.20355 1.06394
P 3.00282 0.18264 -0.46561
C 4.81004 -0.14056 -0.24157
C 2.39186 -1.53239 0.01296
C 2.18893 -1.82812 1.50436
P 0.58150 -1.17550 2.18905
C -0.17249 -2.71689 2.84287
C 1.15445 -0.43597 3.77521
H 3.59536 1.96626 1.01860
H 2.92876 0.63414 1.99467
H 1.84469 1.74467 1.09798
H 5.01839 -0.56722 0.74941
H 5.15069 -0.84257 -1.01344
H 5.35614 0.80584 -0.35048
H 1.46238 -1.70737 -0.56103
H 3.14695 -2.21675 -0.40143
H 2.16630 -2.92016 1.66794
H 3.01891 -1.42809 2.11299
H 0.59374 -3.48224 3.03306
H -0.69242 -2.47914 3.78114
H -0.89976 -3.09593 2.11165
H 2.20004 -0.68962 3.99383
H 1.03939 0.65561 3.72699
H 0.51581 -0.82101 4.58140

Atoms 1-2, force components in eV/Å:
-0.336 0.380 -1.371
0.622 1.219 1.365

No. 2
The following is a DFT calculation (ωB97M-V/def2-TZVPD) of a 2-piece molecular cluster, C4H10FN overall in a non-equilibrium geometry.

Values from the calculation:
Kohn-Sham gap (spin up / spin down) ... 0.281 / 0.281 hartree
Energy relative to the best compared isomer or geometry (same formula, charge and spin) ... 76.4 kcal/mol
DFT total energy ... -312.8972 a.u.
Net charge ... 0
E_HOMO (spin up / spin down) ... -6.8 / -6.8 eV

CARTESIAN COORDINATES (ANGSTROEM)
C -2.27384 2.53317 -0.45628
C 1.94580 -0.47015 0.91528
C 0.77048 -2.43676 -0.67305
C 0.46492 -0.57499 0.75913
N 0.05856 -1.39426 -0.23912
F -0.34467 0.51700 1.08318
H -1.44459 1.96460 -0.22349
H -1.87595 3.47226 -0.79259
H -2.96859 2.64112 0.35660
H 2.35194 -1.26603 1.70954
H 2.41685 0.49411 1.28128
H 2.32914 -0.78095 -0.07167
H 1.77296 -2.58285 -0.21468
H 0.39918 -2.95397 -1.41967
H -2.76559 2.13240 -1.34501
H -0.83661 -1.29472 -0.66945

Atoms 1-2, force components in eV/Å:
-1.189 0.898 -1.477
0.921 -0.955 2.216

No. 3
The following is a DFT calculation (ωB97M-V/def2-TZVPD) of an isolated ion of composition C4H13N2O2 and charge +1 in a non-equilibrium geometry.

Values from the calculation:
Kohn-Sham gap ... 0.406 hartree
Energy relative to the best compared isomer or geometry (same formula, charge and spin) ... 61.9 kcal/mol
DFT total energy ... -419.9268 a.u.
SMILES string ... CC(C)([NH3+])C(N)(O)O
Net charge ... +1
E_HOMO ... -14.1 eV

CARTESIAN COORDINATES (ANGSTROEM)
C 0.70560 0.52442 1.57415
C 1.67799 -0.88330 -0.37857
C 0.65409 0.11991 0.04911
C -1.01278 -0.46279 -0.19659
N 0.55996 1.42030 -0.81517
N -1.89158 0.60723 0.14853
O -1.07533 -1.62076 0.56329
O -1.12707 -0.68318 -1.55956
H 0.07834 1.33364 1.55846
H 1.65726 0.90020 1.69199
H 0.30443 -0.31335 2.16532
H 1.85933 -1.21484 -1.41894
H 2.77380 -0.55489 -0.02164
H 1.47017 -1.90964 0.11774
H 0.41122 1.19405 -1.75848
H 1.32637 2.03417 -0.70905
H -2.69619 0.39670 -0.51521
H -2.16433 0.69758 1.12161
H -0.33000 2.01260 -0.43689
H -2.03144 -1.92571 0.50581
H -1.14984 -1.67234 -1.68592

Atoms 1-2, force components in eV/Å:
-0.673 -2.360 -3.268
3.005 -1.536 0.930

No. 4
The following is a DFT calculation (ωB97M-V/def2-TZVPD) of C17H24F5N3OTlV as an isolated structure in a non-equilibrium geometry.

Values from the calculation:
Kohn-Sham gap (spin up / spin down) ... 0.216 / 0.216 hartree
DFT total energy ... -2516.8279 a.u.
Net charge ... +2
E_HOMO (spin up / spin down) ... -15.1 / -15.1 eV

CARTESIAN COORDINATES (ANGSTROEM)
N -1.32100 1.28726 -0.32136
C -2.39920 1.78647 -0.43608
O -3.56580 2.10044 -0.58769
Tl -3.79793 -0.47787 -0.94239
V -0.02040 -0.14115 -0.08974
N 0.55810 -0.38356 -1.81488
N -0.72233 -1.65905 0.75995
C 0.39371 0.46652 -3.00861
C -1.26041 -1.67111 2.14722
C -1.06108 0.42642 -3.46356
C 1.26491 0.04653 -4.18640
C 0.76528 1.89810 -2.62361
C -2.01866 -2.95553 2.50625
C -0.03415 -1.52351 3.05616
C -2.21872 -0.49012 2.38420
H -1.39464 -0.60766 -3.61847
H -1.15094 0.96357 -4.41716
H -1.74743 0.91298 -2.76145
H 2.32985 0.13881 -3.96599
H 1.05659 0.70874 -5.03289
H 1.04902 -0.97330 -4.51219
H 0.10604 2.30028 -1.84961
H 0.70264 2.54600 -3.50440
H 1.79247 1.92638 -2.24439
H -2.87524 -3.14079 1.83748
H -2.41936 -2.84907 3.52604
H -1.35425 -3.83103 2.50861
H 0.65506 -2.35790 2.85286
H -0.34935 -1.53754 4.10990
H 0.49265 -0.58189 2.82897
H -1.78858 0.47864 2.10049
H -2.42633 -0.46028 3.46963
H -3.18706 -0.63502 1.86869
C -0.48252 -2.93307 0.11516
H -0.60936 -2.85108 -0.96936
H 0.52774 -3.31145 0.34040
H -1.21117 -3.68016 0.44071
C 1.58266 -1.42568 -1.84773
H 2.52286 -1.06371 -2.28801
H 1.81900 -1.77545 -0.83268
H 1.24388 -2.29047 -2.44019
F 3.15456 0.39917 -0.07431
C 2.56657 1.24136 0.82826
C 1.19357 1.16475 1.08710
C 0.71475 2.12312 1.98149
F -0.61501 2.21045 2.29261
C 1.53079 3.07868 2.60902
F 0.99560 3.94219 3.49731
C 2.89538 3.10725 2.33207
F 3.69759 4.00292 2.95275
C 3.41351 2.18367 1.42930
F 4.73271 2.20480 1.13576

Atoms 1-2, force components in eV/Å:
0.467 -1.078 0.253
-2.810 0.644 -0.051

No. 5
The following is a DFT calculation (ωB97M-V/def2-TZVPD) of one molecule with the formula C3H2ClF in a non-equilibrium geometry.

Values from the calculation:
Kohn-Sham gap ... 0.410 hartree
Energy relative to the best compared isomer or geometry (same formula, charge and spin) ... 24.6 kcal/mol
DFT total energy ... -675.4530 a.u.
SMILES string ... C#C[C@H](F)Cl
Net charge ... 0
E_HOMO ... -10.5 eV

CARTESIAN COORDINATES (ANGSTROEM)
C 0.70575 0.50932 0.26654
C -0.50500 -0.31432 0.01711
C -1.57889 -0.82717 -0.19364
H 1.31641 0.92291 1.09007
H -2.52135 -1.15370 -0.54707
F 0.64267 1.66253 -0.40673
Cl 1.94040 -0.79957 -0.22629

Atoms 1-2, force components in eV/Å:
1.168 -1.340 -0.095
-0.990 1.133 1.478

No. 6
The following is a DFT calculation (ωB97M-V/def2-TZVPD) of C25H28Cl5IN2OSi2Ti as an isolated structure in a non-equilibrium geometry.

Values from the calculation:
⟨S²⟩ ... 2.0208
Kohn-Sham gap (spin up / spin down) ... 0.143 / 0.218 hartree
Energy relative to the best compared isomer or geometry (same formula, charge and spin) ... 37.5 kcal/mol
DFT total energy ... -5181.3019 a.u.
Net charge ... -2
E_HOMO (spin up / spin down) ... 0.2 / -1.8 eV
Spin multiplicity ... 3

CARTESIAN COORDINATES (ANGSTROEM)
Ti 0.01595 0.32544 -0.27070
Cl 0.47086 0.34273 2.45635
C 2.05775 0.36503 1.76085
C 2.06333 0.27117 0.36236
C 3.32382 -0.08768 -0.14073
Cl 3.46306 -0.56328 -1.80499
C 4.47926 -0.14378 0.63334
Cl 6.01036 -0.56478 -0.06254
C 4.42065 0.12626 2.00050
Cl 5.85510 0.16613 2.96125
C 3.17207 0.32964 2.57675
Cl 3.02822 0.49430 4.29838
I 1.37267 2.25626 -2.43843
C 0.48329 3.20070 -0.71849
C 0.62137 4.54076 -0.54936
C -0.01698 5.15125 0.55723
C -0.71503 4.28199 1.42951
C -0.74269 2.93928 1.20070
N -0.14129 2.31969 0.11114
H 1.17710 5.12355 -1.27111
H -0.01440 6.22384 0.69186
H -1.24424 4.67341 2.29060
H -1.28767 2.28584 1.86026
C 0.22097 -1.16551 -1.59010
C 0.30296 -2.02346 -2.75632
C -0.18659 -3.33841 -2.70443
C -0.18556 -4.14213 -3.83226
C 0.31840 -3.66933 -5.03801
C 0.83508 -2.38038 -5.09480
C 0.81994 -1.56591 -3.97542
H -0.55597 -3.70841 -1.75676
H -0.57670 -5.15281 -3.77649
H 0.31223 -4.29942 -5.92045
H 1.25325 -2.00553 -6.02325
H 1.21401 -0.55930 -4.03578
O 0.21417 -2.70648 0.22332
N 0.16244 -1.55897 -0.35790
C -4.93773 -1.01294 1.22988
Si -3.26120 -0.10058 1.45740
C -2.40781 -1.16074 2.79700
C -3.79675 1.53690 2.30181
C -2.31509 0.06495 -0.11627
Si -3.13715 0.96553 -1.50806
C -5.04281 1.16426 -1.36461
C -2.82777 0.01560 -3.12869
C -2.62135 2.76749 -1.87115
H -5.40594 -1.26191 2.18801
H -4.79234 -1.94541 0.67560
H -5.64114 -0.39924 0.66038
H -3.12952 -1.79797 3.31601
H -1.91253 -0.54828 3.55392
H -1.65486 -1.80965 2.34011
H -4.81068 1.44619 2.70206
H -3.78907 2.36784 1.59099
H -3.13857 1.80762 3.13166
H -2.23925 -0.97584 -0.46356
H -5.55044 0.19541 -1.38618
H -5.45198 1.78077 -2.17037
H -5.29577 1.64627 -0.41413
H -3.18275 -1.01615 -3.04374
H -1.75547 -0.02905 -3.33064
H -3.31901 0.47082 -3.99454
H -2.54208 3.36106 -0.95567
H -3.35490 3.25433 -2.52169
H -1.65658 2.80799 -2.37792

Atoms 1-2, force components in eV/Å:
-1.216 0.199 -1.046
-0.235 -0.018 0.495

> Among the records above, which one has the highest DFT total energy?

C4H10FN

> Among the records above, which one has the highest DFT total energy?

C4H10FN

> DFT total energy of number 6 (C25H28Cl5IN2OSi2Ti)?

-5181.3019 a.u.